(1)
A cluster of 7 separate species, C39H97N7O in total in a non-equilibrium geometry, computed with ωB97M-V with the def2-TZVPD basis set.

Element x y z (Å)
1 C 1.061 29.851 13.589
2 C 0.922 29.946 12.038
3 N 0.795 28.643 11.379
4 C 1.998 27.983 10.816
5 C 3.253 28.054 11.678
6 C -0.279 27.814 11.957
7 C -0.944 27.051 10.755
8 H 0.498 29.099 14.141
9 H 0.579 30.733 14.008
10 H 2.120 29.810 13.843
11 H 0.010 30.422 11.679
12 H 1.729 30.452 11.508
13 H 1.743 26.970 10.507
14 H 2.222 28.336 9.809
15 H 4.071 27.438 11.306
16 H 3.622 29.063 11.864
17 H 3.083 27.749 12.710
18 H -1.081 28.299 12.515
19 H 0.143 27.088 12.653
20 H -1.158 27.718 9.920
21 H -1.909 26.585 10.954
22 H -0.253 26.278 10.417
23 C -6.389 23.870 9.350
24 C -5.932 23.326 10.644
25 N -4.600 22.713 10.509
26 C -4.200 21.931 11.741
27 C -5.172 20.881 12.310
28 C -3.582 23.702 10.153
29 C -2.661 23.261 9.015
30 H -5.579 24.288 8.752
31 H -7.188 24.601 9.472
32 H -6.770 23.076 8.708
33 H -5.817 24.139 11.361
34 H -6.542 22.598 11.180
35 H -3.268 21.434 11.473
36 H -3.979 22.538 12.618
37 H -5.372 20.140 11.536
38 H -4.806 20.177 13.058
39 H -6.149 21.209 12.666
40 H -3.046 23.943 11.071
41 H -4.042 24.674 9.976
42 H -2.294 22.234 9.032
43 H -1.723 23.815 8.974
44 H -3.273 23.364 8.119
45 C 3.349 23.475 11.772
46 C 2.192 24.536 12.112
47 N 1.240 24.282 13.114
48 C 1.806 24.393 14.444
49 C 0.784 25.009 15.369
50 C 0.418 23.122 12.782
51 C -0.874 22.883 13.541
52 H 4.063 23.905 11.069
53 H 3.034 22.622 11.170
54 H 3.788 23.165 12.721
55 H 2.764 25.454 12.243
56 H 1.722 24.679 11.139
57 H 2.237 23.440 14.750
58 H 2.622 25.114 14.389
59 H 0.666 26.070 15.149
60 H -0.137 24.427 15.329
61 H 1.000 24.778 16.412
62 H 1.063 22.251 12.892
63 H 0.203 23.244 11.720
64 H -0.633 22.738 14.594
65 H -1.457 22.053 13.142
66 H -1.457 23.798 13.440
67 C 2.289 27.294 3.167
68 C 2.972 26.180 2.363
69 N 4.125 26.653 1.633
70 C 4.544 25.655 0.584
71 C 5.435 26.307 -0.403
72 C 5.304 26.997 2.461
73 C 5.877 25.957 3.479
74 H 1.328 26.837 3.402
75 H 2.046 28.226 2.658
76 H 2.856 27.680 4.014
77 H 3.270 25.252 2.851
78 H 2.282 25.878 1.575
79 H 3.641 25.426 0.019
80 H 4.902 24.697 0.961
81 H 6.473 26.263 -0.073
82 H 5.239 27.379 -0.370
83 H 5.336 25.870 -1.397
84 H 6.082 27.415 1.823
85 H 5.114 27.880 3.071
86 H 5.115 25.546 4.142
87 H 6.078 25.166 2.756
88 H 6.750 26.242 4.067
89 C 5.158 20.853 3.584
90 C 3.660 21.382 3.694
91 N 3.026 20.876 4.916
92 C 1.699 21.450 4.900
93 C 1.023 21.597 6.286
94 C 3.038 19.433 5.190
95 C 2.253 18.554 4.185
96 H 5.833 21.207 2.806
97 H 5.150 19.790 3.343
98 H 5.720 20.895 4.517
99 H 3.840 22.452 3.792
100 H 3.152 21.193 2.748
101 H 1.808 22.484 4.574
102 H 0.978 21.114 4.154
103 H 1.765 21.601 7.084
104 H 0.310 22.416 6.387
105 H 0.405 20.735 6.538
106 H 2.640 19.388 6.204
107 H 4.114 19.261 5.171
108 H 2.586 17.585 4.556
109 H 2.613 18.768 3.179
110 H 1.168 18.615 4.275
111 C 1.996 34.809 6.984
112 C 2.869 33.546 7.407
113 N 2.338 32.471 6.608
114 C 3.006 32.406 5.311
115 C 2.118 31.609 4.282
116 C 2.302 31.219 7.236
117 C 1.369 31.214 8.400
118 H 2.341 35.779 7.340
119 H 0.977 34.863 7.369
120 H 1.818 34.825 5.908
121 H 3.890 33.699 7.055
122 H 2.886 33.304 8.470
123 H 3.175 33.434 4.993
124 H 3.930 31.831 5.372
125 H 2.294 32.057 3.304
126 H 2.368 30.548 4.249
127 H 1.059 31.758 4.490
128 H 3.301 30.950 7.579
129 H 2.004 30.409 6.571
130 H 0.429 31.670 8.091
131 H 1.710 31.782 9.266
132 H 1.015 30.269 8.811
133 C -0.290 26.243 7.519
134 N 1.078 25.874 7.959
135 C 2.108 26.803 7.561
136 C 1.326 24.628 8.518
137 O 2.383 24.171 8.898
138 H -0.575 27.209 7.934
139 H -1.023 25.440 7.606
140 H -0.062 26.367 6.460
141 H 1.739 27.823 7.667
142 H 3.007 26.646 8.159
143 H 2.222 26.658 6.487
144 H 0.377 24.092 8.673

Computed properties:
ΔE to the lowest compared entry with this formula, charge and spin = 279.7 kJ/mol
SMILES = CCN(CC)CC.CCN(CC)CC.CCN(CC)CC.CCN(CC)CC.CCN(CC)CC.CCN(CC)CC.CN(C)C=O
orbital gap = 8.3 eV
total energy = -2002.41270 a.u.

(2)
A structure of composition C21H25ORuSe in a non-equilibrium geometry, computed with ωB97M-V with the def2-TZVPD basis set.

Element x y z (Å)
1 Ru -0.013 -0.676 0.830
2 C 1.860 0.192 1.504
3 C 2.356 -0.690 0.459
4 C 2.372 0.023 -0.740
5 H 2.842 -1.683 0.662
6 C 1.780 1.309 -0.508
7 C 1.558 1.450 0.880
8 H 1.234 2.342 1.421
9 H 2.083 0.092 2.615
10 H 2.868 -0.257 -1.676
11 H 1.586 2.068 -1.279
12 C -2.170 -0.062 0.851
13 C -1.286 1.047 1.228
14 C -1.089 1.844 0.053
15 H -1.265 1.434 2.252
16 C -1.830 1.282 -1.001
17 C -2.493 0.126 -0.539
18 H -3.221 -0.462 -1.098
19 H -2.675 -0.737 1.550
20 H -0.461 2.738 -0.034
21 H -1.906 1.702 -2.003
22 O 0.755 -3.218 -0.567
23 C -0.378 -0.221 -4.406
24 C 0.239 -1.423 -4.279
25 C 0.442 1.046 -4.301
26 C -1.893 -0.153 -4.522
27 C 0.937 -3.134 -1.763
28 H 1.269 -1.510 -3.975
29 H -0.272 -2.399 -4.229
30 H 0.340 -3.657 -2.585
31 H 1.750 -2.604 -2.368
32 H 0.347 1.605 -5.248
33 H 1.496 0.925 -4.095
34 H 0.088 1.732 -3.482
35 H -2.204 -0.279 -5.558
36 H -2.327 0.819 -4.200
37 H -2.450 -0.896 -3.942
38 Se -0.827 -2.511 1.900
39 C -0.067 -2.146 3.606
40 C -0.974 -1.509 4.454
41 C -0.623 -1.234 5.774
42 C 0.664 -1.527 6.247
43 C 1.611 -2.031 5.350
44 C 1.266 -2.315 4.020
45 H -1.950 -1.220 4.102
46 H -1.364 -0.793 6.427
47 H 0.914 -1.337 7.295
48 H 2.616 -2.190 5.727
49 H 2.040 -2.640 3.316

Computed properties:
⟨S²⟩ = 6.044
orbital gap (alpha / beta) = 5.0 / 6.4 eV
total energy = -3386.55469 a.u.
spin multiplicity = 5
total charge = -1

(3)
An isolated molecule of C4H8B2 in a non-equilibrium geometry, computed with ωB97M-V with the def2-TZVPD basis set.

Element x y z (Å)
1 B 0.754 -1.804 0.236
2 C 0.700 -0.399 -0.327
3 C 1.031 1.069 -0.164
4 C -0.475 0.702 -0.164
5 B -1.336 0.937 1.117
6 C -0.415 -0.100 -1.394
7 H 1.668 -2.143 1.099
8 H -0.116 -2.472 -0.056
9 H 1.294 1.339 0.836
10 H 1.404 1.656 -1.027
11 H -0.856 1.336 2.173
12 H -2.403 0.615 1.258
13 H 0.096 0.233 -2.321
14 H -1.327 -0.827 -1.507

Computed properties:
ΔE to the lowest compared entry with this formula, charge and spin = 123.1 kJ/mol
SMILES = B[C@]12C[C@@]1(B)C2
orbital gap = 9.5 eV
total energy = -206.75975 a.u.

(4)
An isolated molecule of C19H21N3O3 in a non-equilibrium geometry, computed with ωB97M-V with the def2-TZVPD basis set.

Element x y z (Å)
1 C -0.202 -1.786 -0.470
2 C -1.397 -1.998 -1.391
3 C -2.051 -0.665 -1.783
4 C -2.681 -0.001 -0.584
5 N -2.226 1.021 0.031
6 N -1.105 1.667 -0.338
7 C -0.635 2.702 0.403
8 O -1.134 3.136 1.413
9 C 0.666 3.273 -0.199
10 N 1.767 2.342 -0.087
11 C 1.953 1.335 -0.970
12 O 1.193 1.167 -1.919
13 C 3.111 0.459 -0.744
14 C 3.685 0.205 0.440
15 C 4.787 -0.695 0.616
16 C 5.453 -1.062 1.765
17 C 6.459 -1.966 1.369
18 C 6.337 -2.087 0.015
19 O 5.337 -1.329 -0.446
20 C -3.907 -0.574 -0.012
21 C -4.328 -0.149 1.252
22 C -5.471 -0.664 1.829
23 C -6.221 -1.619 1.160
24 C -5.818 -2.046 -0.093
25 C -4.675 -1.531 -0.676
26 H 0.251 -2.740 -0.208
27 H -0.510 -1.291 0.449
28 H 0.550 -1.173 -0.961
29 H -2.133 -2.634 -0.894
30 H -1.066 -2.508 -2.299
31 H -2.816 -0.838 -2.542
32 H -1.289 -0.026 -2.235
33 H -0.552 1.369 -1.149
34 H 0.503 3.485 -1.260
35 H 0.918 4.193 0.328
36 H 2.365 2.416 0.718
37 H 3.452 -0.062 -1.627
38 H 3.330 0.653 1.358
39 H 5.243 -0.724 2.759
40 H 7.172 -2.457 1.998
41 H 6.887 -2.664 -0.702
42 H -3.737 0.594 1.763
43 H -5.780 -0.323 2.807
44 H -7.114 -2.025 1.612
45 H -6.400 -2.786 -0.624
46 H -4.397 -1.878 -1.659

Computed properties:
ΔE to the lowest compared entry with this formula, charge and spin = 289.6 kJ/mol
SMILES = CCC/C(=N\NC(=O)CNC(=O)/C=C/c1ccco1)c1ccccc1
orbital gap = 8.0 eV
total energy = -1126.58092 a.u.

(5)
A structure of composition C8H17FN5O16S, computed with ωB97M-V with the def2-TZVPD basis set.

Element x y z (Å)
1 O 3.498 -1.847 0.200
2 C 3.274 -1.125 -0.780
3 O 4.052 -0.455 -1.485
4 C 1.804 -0.917 -1.203
5 O 0.804 -1.825 -0.626
6 S -0.585 -1.219 -1.051
7 O -1.562 -1.607 -0.092
8 O -0.874 -1.423 -2.428
9 O -0.187 0.320 -0.787
10 C 1.243 0.439 -0.772
11 F 1.616 1.414 -1.629
12 H 1.727 -0.980 -2.290
13 H 1.558 0.651 0.253
14 C -2.215 -0.668 2.914
15 N -1.401 0.570 2.766
16 O -0.232 0.437 2.486
17 O -1.974 1.635 2.912
18 H -1.568 -1.519 2.743
19 H -2.630 -0.672 3.916
20 H -3.006 -0.624 2.174
21 C -1.188 1.427 -4.943
22 N 0.101 0.689 -5.038
23 O 0.700 0.498 -4.010
24 O 0.451 0.333 -6.150
25 H -1.367 1.679 -3.904
26 H -1.096 2.317 -5.559
27 H -1.962 0.772 -5.331
28 C 0.013 4.052 -0.569
29 N -1.378 4.182 -1.088
30 O -2.046 5.115 -0.690
31 O -1.761 3.348 -1.883
32 H 0.188 4.872 0.117
33 H 0.094 3.093 -0.067
34 H 0.686 4.089 -1.420
35 C 5.465 0.624 1.076
36 N 4.288 0.859 1.953
37 O 4.253 0.314 3.036
38 O 3.441 1.628 1.535
39 H 6.130 -0.064 1.584
40 H 5.091 0.205 0.141
41 H 5.934 1.590 0.907
42 C -4.559 -5.146 3.339
43 N -3.725 -3.917 3.241
44 O -2.543 -4.053 3.024
45 O -4.299 -2.855 3.390
46 H -3.917 -6.005 3.187
47 H -5.010 -5.151 4.327
48 H -5.324 -5.077 2.572

Computed properties:
ΔE to the lowest compared entry with this formula, charge and spin = 0.0 kJ/mol
orbital gap = 7.5 eV
total energy = -2290.32698 a.u.
total charge = -1

(6)
A cluster of 9 separate species, C60H51F2N2O17S in total in a non-equilibrium geometry, computed with ωB97M-V with the def2-TZVPD basis set.

Element x y z (Å)
1 C -0.341 -4.811 -0.003
2 C -1.097 -3.962 0.980
3 N -0.749 -2.523 0.995
4 C -1.718 -1.556 1.242
5 C -3.172 -1.809 1.452
6 C -3.913 -1.971 0.156
7 F -3.345 -2.900 2.287
8 C -1.086 -0.351 1.215
9 N 0.251 -0.600 0.933
10 C 1.282 0.425 0.810
11 C 1.632 1.091 2.099
12 O 2.709 1.365 2.441
13 F 0.578 1.395 2.825
14 C 0.440 -1.931 0.808
15 C 1.773 -2.492 0.531
16 C 2.257 -2.153 -0.895
17 C 2.349 -3.345 -1.855
18 S 1.543 -3.086 -3.439
19 H 0.600 -5.166 0.380
20 H -0.220 -4.318 -0.956
21 H -0.935 -5.695 -0.177
22 H -1.032 -4.326 1.994
23 H -2.137 -3.991 0.715
24 H -3.560 -0.934 1.959
25 H -3.715 -1.101 -0.430
26 H -3.555 -2.831 -0.398
27 H -4.975 -2.034 0.328
28 H -1.480 0.627 1.364
29 H 0.963 1.169 0.092
30 H 2.200 -0.013 0.453
31 H 1.835 -3.541 0.757
32 H 2.441 -1.998 1.226
33 H 3.216 -1.670 -0.825
34 H 1.576 -1.431 -1.318
35 H 3.380 -3.541 -2.096
36 H 1.951 -4.235 -1.396
37 H 0.620 -2.166 -3.166
38 C 4.893 1.269 -6.848
39 C 5.323 0.614 -5.773
40 C 4.490 -0.430 -5.125
41 O 4.877 -1.013 -4.130
42 C 3.163 -0.722 -5.722
43 C 2.732 -0.067 -6.796
44 C 3.562 0.979 -7.441
45 O 3.162 1.581 -8.415
46 H 5.479 2.036 -7.337
47 H 6.288 0.809 -5.321
48 H 2.579 -1.487 -5.223
49 H 1.766 -0.257 -7.247
50 C 1.986 4.065 5.398
51 C 1.091 3.081 5.383
52 C 0.025 3.003 6.409
53 O -0.788 2.098 6.392
54 C -0.014 4.055 7.451
55 C 0.882 5.038 7.471
56 C 1.953 5.124 6.443
57 O 2.769 6.016 6.453
58 H 2.776 4.144 4.662
59 H 1.097 2.302 4.640
60 H -0.803 3.975 8.190
61 H 0.876 5.814 8.225
62 C -1.145 5.314 -9.164
63 C -1.067 4.550 -8.078
64 C 0.190 3.846 -7.723
65 O 0.259 3.147 -6.731
66 C 1.358 4.025 -8.620
67 C 1.281 4.789 -9.707
68 C 0.025 5.495 -10.066
69 O -0.050 6.192 -11.052
70 H -2.050 5.838 -9.446
71 H -1.905 4.405 -7.408
72 H 2.258 3.500 -8.338
73 H 2.118 4.932 -10.377
74 C -4.686 -0.523 5.927
75 C -4.526 0.282 4.880
76 C -5.560 0.381 3.823
77 O -5.411 1.108 2.859
78 C -6.784 -0.443 3.974
79 C -6.948 -1.248 5.020
80 C -5.910 -1.353 6.081
81 O -6.056 -2.085 7.033
82 H -3.945 -0.610 6.709
83 H -3.643 0.895 4.752
84 H -7.525 -0.350 3.190
85 H -7.831 -1.860 5.153
86 C -5.368 2.164 -0.398
87 C -6.070 3.282 -0.248
88 C -7.175 3.622 -1.186
89 O -7.814 4.640 -1.058
90 C -7.465 2.659 -2.283
91 C -6.764 1.536 -2.422
92 C -5.664 1.209 -1.487
93 O -5.017 0.183 -1.583
94 H -4.564 1.889 0.273
95 H -5.880 3.990 0.549
96 H -8.275 2.925 -2.950
97 H -6.959 0.818 -3.208
98 C 1.808 0.873 12.229
99 C 1.143 2.026 12.223
100 C 0.255 2.393 11.092
101 O -0.349 3.444 11.072
102 C 0.136 1.427 9.972
103 C 0.801 0.277 9.974
104 C 1.691 -0.094 11.106
105 O 2.297 -1.142 11.108
106 H 2.463 0.583 13.041
107 H 1.215 2.744 13.029
108 H -0.520 1.717 9.161
109 H 0.730 -0.440 9.165
110 C 7.521 0.986 -1.492
111 C 6.575 0.070 -1.307
112 C 5.653 0.155 -0.153
113 O 4.785 -0.689 0.010
114 C 5.806 1.286 0.788
115 C 6.752 2.203 0.605
116 C 7.687 2.127 -0.552
117 O 8.543 2.962 -0.720
118 H 8.210 0.950 -2.327
119 H 6.429 -0.764 -1.982
120 H 5.114 1.320 1.621
121 H 6.891 3.040 1.278
122 C 0.084 -6.817 -7.915
123 C -0.532 -7.913 -7.478
124 C -0.981 -8.036 -6.067
125 O -1.541 -9.031 -5.665
126 C -0.717 -6.886 -5.163
127 C -0.101 -5.792 -5.599
128 C 0.347 -5.670 -7.010
129 O 0.905 -4.667 -7.401
130 H 0.420 -6.706 -8.938
131 H -0.735 -8.761 -8.119
132 H -1.054 -6.998 -4.140
133 H 0.105 -4.942 -4.960

Computed properties:
orbital gap = 7.8 eV
total energy = -4302.98755 a.u.
total charge = +1